{"formula": "C45H62FNO28S", "method": "ωB97M-V with the def2-TZVPD basis set", "e_above_lowest_kj_mol": 0.0, "multiplicity": 1, "smiles": "CCCCOC1=C([C@H](C)F)C(=O)C(N=C=O)=C(S)C1=O.C[C@@H]1COC(=O)O1.C[C@@H]1COC(=O)O1.C[C@@H]1COC(=O)O1.C[C@@H]1COC(=O)O1.C[C@@H]1COC(=O)O1.C[C@@H]1COC(=O)O1.C[C@@H]1COC(=O)O1.C[C@@H]1COC(=O)O1", "lumo_ev": -1.09, "total_charge": 0, "homo_ev": -8.97, "energy_ev": -120043.791, "homo_lumo_gap_ev": 7.87, "symbols": ["C", "C", "C", "C", "O", "C", "C", "C", "C", "F", "C", "O", "C", "N", "C", "O", "C", "S", "C", "O", "H", "H", "H", "H", "H", "H", "H", "H", "H", "H", "H", "H", "H", "H", "C", "C", "C", "O", "C", "O", "O", "H", "H", "H", "H", "H", "H", "C", "C", "C", "O", "C", "O", "O", "H", "H", "H", "H", "H", "H", "C", "C", "C", "O", "C", "O", "O", "H", "H", "H", "H", "H", "H", "C", "C", "C", "O", "C", "O", "O", "H", "H", "H", "H", "H", "H", "C", "C", "C", "O", "C", "O", "O", "H", "H", "H", "H", "H", "H", "C", "C", "C", "O", "C", "O", "O", "H", "H", "H", "H", "H", "H", "C", "C", "C", "O", "C", "O", "O", "H", "H", "H", "H", "H", "H", "C", "C", "C", "O", "C", "O", "O", "H", "H", "H", "H", "H", "H"], "positions_angstrom": [[6.5160, 0.2036, 1.5007], [5.4462, 1.2598, 1.8710], [4.0923, 0.9898, 1.1779], [3.0130, 0.5187, 2.1480], [1.9717, -0.3217, 1.5720], [1.2346, 0.1647, 0.5424], [1.3798, -0.2403, -0.7213], [2.3566, -1.2616, -1.2562], [1.6681, -2.1310, -2.3356], [2.8020, -2.1137, -0.2739], [0.5085, 0.4204, -1.7389], [0.9168, 0.7036, -2.8446], [-0.8876, 0.7536, -1.2944], [-1.9466, 0.6724, -2.2627], [-1.9158, 1.6117, -3.0527], [-1.8555, 2.5134, -3.7756], [-1.0482, 1.1226, -0.0282], [-2.6225, 1.5383, 0.6568], [0.1742, 1.1986, 0.8475], [0.2782, 2.0266, 1.7150], [6.6051, -0.4920, 2.3371], [6.2215, -0.3753, 0.6246], [7.4628, 0.6787, 1.2697], [5.8320, 2.2035, 1.4823], [5.3552, 1.3496, 2.9546], [3.7304, 1.8747, 0.6874], [4.2473, 0.2522, 0.3912], [3.4335, -0.0469, 2.9772], [2.5405, 1.3927, 2.5970], [3.1693, -0.7223, -1.7498], [0.6220, -2.2523, -2.0474], [2.1066, -3.1243, -2.2923], [1.7369, -1.6908, -3.3230], [-3.3526, 0.4696, 0.2908], [8.3180, -3.2967, 5.8524], [8.4273, -2.6822, 4.4798], [9.7310, -2.9696, 3.7741], [9.8714, -1.8156, 2.9292], [9.2040, -0.7940, 3.5229], [9.2721, 0.3425, 3.1841], [8.4460, -1.2443, 4.5495], [8.4601, -4.3744, 5.8096], [9.0578, -2.8617, 6.5276], [7.3389, -3.0970, 6.2828], [7.5783, -2.9753, 3.8661], [9.7012, -3.8782, 3.1780], [10.5833, -3.0131, 4.4566], [1.7234, 4.8094, -2.0764], [2.4958, 4.4385, -0.8416], [3.3313, 5.5485, -0.2636], [4.3965, 4.8242, 0.3680], [4.5382, 3.6490, -0.2860], [5.4553, 2.9075, -0.1275], [3.5009, 3.4407, -1.1299], [1.0737, 5.6626, -1.8821], [2.3967, 5.0476, -2.9017], [1.1154, 3.9736, -2.3971], [1.8216, 4.0261, -0.0851], [2.7830, 6.1455, 0.4529], [3.7625, 6.2018, -1.0268], [-4.8072, -3.7194, -0.1997], [-4.9433, -2.9758, 1.1008], [-6.3476, -2.9451, 1.6578], [-6.3545, -1.7062, 2.3846], [-5.4468, -0.8925, 1.7986], [-5.3376, 0.2724, 2.0213], [-4.6740, -1.5749, 0.9203], [-5.1687, -4.7399, -0.1004], [-5.3678, -3.2102, -0.9778], [-3.7640, -3.7484, -0.5200], [-4.2381, -3.3640, 1.8417], [-6.5504, -3.7877, 2.3145], [-7.1126, -2.8959, 0.8830], [2.7455, -3.6421, 2.2220], [3.5055, -3.9439, 3.4879], [4.2722, -2.7732, 4.0530], [5.3654, -3.4164, 4.7300], [5.5784, -4.6050, 4.1006], [6.5312, -5.2972, 4.2714], [4.5689, -4.8861, 3.2508], [2.0536, -2.8128, 2.3710], [3.4303, -3.3898, 1.4136], [2.1772, -4.5156, 1.9018], [2.8395, -4.3744, 4.2408], [3.6874, -2.1820, 4.7536], [4.6809, -2.1166, 3.2800], [-11.1365, -0.3151, 0.4486], [-9.8005, 0.1793, -0.0454], [-9.7675, 0.5632, -1.5077], [-8.3998, 0.3068, -1.8579], [-7.9401, -0.6493, -1.0206], [-6.9073, -1.2279, -1.1507], [-8.8100, -0.8650, -0.0095], [-11.9128, 0.4288, 0.2701], [-11.4102, -1.2464, -0.0491], [-11.0950, -0.5227, 1.5172], [-9.4435, 0.9995, 0.5826], [-10.0167, 1.6064, -1.6831], [-10.4094, -0.0702, -2.1252], [-8.5177, -4.8125, -4.7712], [-8.4500, -4.5323, -3.2909], [-7.0524, -4.4976, -2.7193], [-7.2701, -4.9122, -1.3622], [-8.3879, -5.6836, -1.3467], [-8.7384, -6.3383, -0.4209], [-9.0433, -5.5996, -2.5301], [-7.9308, -4.0829, -5.3292], [-8.1463, -5.8142, -4.9890], [-9.5486, -4.7691, -5.1219], [-8.9906, -3.6112, -3.0533], [-6.6064, -3.5064, -2.7498], [-6.3793, -5.2127, -3.1985], [1.6885, 10.4378, 3.8340], [2.2068, 9.3238, 2.9600], [2.5229, 9.7298, 1.5382], [2.2998, 8.5084, 0.8193], [1.3969, 7.7820, 1.5227], [0.8501, 6.8065, 1.1136], [1.2014, 8.3148, 2.7478], [2.3944, 11.2680, 3.8600], [0.7255, 10.7961, 3.4685], [1.5335, 10.0833, 4.8524], [3.0690, 8.8429, 3.4295], [3.5474, 10.0685, 1.4064], [1.8388, 10.4893, 1.1530], [-0.2645, 0.2055, -5.4899], [0.3011, -0.9151, -6.3239], [0.2654, -0.6808, -7.8165], [0.1701, -2.0142, -8.3328], [-0.4244, -2.7794, -7.3825], [-0.8260, -3.8824, -7.5577], [-0.4980, -2.1065, -6.2071], [0.2462, 1.1458, -5.6966], [-1.3323, 0.3252, -5.6884], [-0.1572, -0.0164, -4.4395], [1.3155, -1.1577, -5.9929], [1.1582, -0.1884, -8.1940], [-0.6177, -0.1207, -8.1337]], "mulliken_charge": [-0.751, -0.682, 1.137, -1.233, -0.474, 0.063, 0.692, 0.356, -1.500, -0.125, 0.435, -0.622, -0.270, -0.597, 0.839, -0.459, 0.774, -0.105, -0.043, -0.608, -0.231, 0.372, 0.424, 0.439, 0.602, -0.839, 0.031, 0.513, 0.368, 0.290, 0.442, 0.474, 0.157, 0.082, -1.608, 1.165, -0.510, -0.354, 0.657, -0.549, -0.366, 0.339, 0.509, 0.268, -0.219, 0.309, 0.288, -1.584, 0.955, 0.167, -0.382, 0.781, -0.624, -0.370, 0.358, 0.408, 0.249, 0.111, -0.430, 0.336, -1.011, 0.286, -0.193, -0.421, 0.630, -0.576, -0.115, 0.399, -0.138, 0.452, 0.363, 0.442, 0.004, -1.364, 0.488, 0.129, -0.261, 0.602, -0.518, -0.397, 0.232, 0.318, 0.463, 0.197, 0.406, -0.164, -1.468, 0.476, -0.568, -0.358, 0.570, -0.461, -0.302, 0.389, 0.346, 0.372, 0.291, 0.316, 0.297, -1.518, 0.582, -0.463, -0.135, 0.538, -0.555, -0.375, 0.373, 0.367, 0.372, 0.151, 0.348, 0.328, -1.477, 0.511, -0.498, -0.315, 0.676, -0.520, -0.347, 0.375, 0.355, 0.362, 0.277, 0.320, 0.311, -0.979, 0.431, -0.490, -0.342, 0.586, -0.540, -0.326, 0.349, 0.436, -0.093, 0.252, 0.351, 0.316]}